One molecule with the formula C5H8ClNO, computed with ωB97M-V/def2-TZVPD.

```
16
Properties=species:S:1:pos:R:3:forces:R:3:lowdin_charge:R:1
O -0.805 2.036 0.367 -3.1561 -0.7665 2.0420 -0.024
C -0.255 1.088 -0.425 1.5599 -0.7012 1.7582 -0.387
C 0.783 0.210 0.490 -1.1067 -2.7308 -1.0373 -0.507
Cl 2.415 -0.245 -0.266 -1.2091 0.6586 0.4952 0.521
C -0.057 -1.187 0.713 0.7406 0.4253 2.4206 -0.226
N -1.473 -0.709 0.655 1.7818 0.8198 -2.0844 -0.037
C -2.331 -0.825 -0.568 -3.6487 0.9457 2.5405 -0.095
C -1.180 -0.026 -0.749 2.2131 -1.4620 -2.0142 -0.225
H -1.513 1.402 0.789 1.4223 2.2625 0.0004 0.148
H 0.384 1.575 -1.098 0.3104 0.3117 -1.9803 0.121
H 0.930 0.622 1.468 0.4039 0.7340 0.1458 0.085
H 0.153 -1.513 1.833 -0.2955 0.1153 -2.4560 0.141
H 0.263 -1.906 -0.087 -0.4130 0.2759 1.0238 0.102
H -3.375 -0.421 -0.327 1.5959 -0.4693 -0.3565 0.139
H -2.381 -1.808 -0.942 0.1068 -0.8879 -1.2600 0.098
H -0.528 -0.682 -1.406 -0.3057 0.4687 0.7622 0.146
```
Forces are in eV/Å.

Output
* energy above the lowest of the compared OMol25 structures with the same formula, charge and spin: 118.44 kcal per mole
* charge: 0

A 2-piece molecular cluster, C5H8ClNO2 overall, computed with ωB97M-V/def2-TZVPD.

```
17
Properties=species:S:1:pos:R:3:forces:R:3:lowdin_charge:R:1
C 1.205 -0.431 1.517 -3.0748 -1.7551 -0.9137 -0.083
C 2.188 -0.362 2.536 2.0351 1.4178 -0.3505 -0.323
C 0.780 0.443 0.674 0.1877 -0.0539 -0.0043 -0.019
C -0.217 0.606 -2.493 -1.3595 -0.0179 -0.7883 -0.070
C -0.755 0.934 -1.118 -4.9258 -0.6076 -2.3077 -0.272
N -2.138 -1.151 0.187 0.3619 -0.2747 1.2460 -0.465
O 2.492 -1.135 3.393 -0.4470 -0.7225 0.4538 0.075
O 0.213 1.108 -0.181 2.1356 1.8119 1.5698 0.054
Cl -1.317 -2.292 1.259 -0.8791 0.7983 -0.7353 0.492
H 0.405 -1.291 1.459 0.9924 0.3458 0.4716 0.013
H 2.773 0.558 2.349 0.3061 0.2276 0.5871 0.122
H -1.103 0.324 -3.204 1.6887 0.4838 1.3988 0.128
H 0.320 1.449 -2.909 0.0168 0.2470 -0.2798 0.067
H 0.485 -0.205 -2.418 0.1391 -0.6133 -0.1487 0.069
H -1.378 -0.021 -0.694 0.8128 1.3330 -0.6454 0.063
H -1.482 1.871 -1.202 1.8130 -1.7572 0.6659 0.168
H -2.471 -0.406 0.845 0.1968 -0.8629 -0.2193 -0.021
```
Forces are in eV/Å.

Output
* energy above the lowest of the compared OMol25 structures with the same formula, charge and spin: 187.62 kcal per mole
* charge: 0

One molecule with the formula C5H8ClNO2, computed with ωB97M-V/def2-TZVPD.

```
17
Properties=species:S:1:pos:R:3:forces:R:3:lowdin_charge:R:1
C -0.506 -0.733 -1.531 3.5614 0.2498 0.0460 -0.100
C -0.731 -0.235 -0.151 0.4853 0.0597 -0.0850 -0.746
Cl -1.034 -1.689 0.860 -0.2097 0.5623 0.1391 0.752
C 0.462 0.570 0.248 1.3979 1.4256 -1.1963 -0.325
C 1.135 0.546 1.576 -0.5778 -0.3471 1.9068 -0.119
C 1.770 -0.205 0.410 -0.6776 -0.0635 0.2767 -0.120
N -1.974 0.672 -0.077 -0.5273 -0.9430 1.6776 -0.381
O -2.236 1.062 1.045 0.2545 0.3203 -0.4493 0.072
O -2.666 0.833 -1.049 0.2337 0.1954 -0.6141 0.100
H -1.408 -1.010 -1.901 -2.4208 -1.8446 -1.3461 0.041
H 0.367 -1.500 -1.470 -2.0049 1.1135 -0.4304 0.127
H -0.189 0.076 -2.202 0.1634 0.0155 0.3190 0.104
H 0.555 1.487 -0.462 -0.2380 -1.4203 1.6401 0.186
H 0.640 -0.119 2.366 0.7069 0.9503 -1.3664 0.108
H 1.485 1.494 2.086 -0.0203 -1.2346 -1.2003 0.122
H 2.693 0.035 -0.094 -0.0570 0.8121 0.0474 0.098
H 1.639 -1.285 0.345 -0.0698 0.1487 0.6352 0.081
```
Forces are in eV/Å.

Output
* energy above the lowest of the compared OMol25 structures with the same formula, charge and spin: 96.83 kcal per mole
* charge: 0

One molecule with the formula C5H8ClNO3S, computed with ωB97M-V/def2-TZVPD.

```
19
Properties=species:S:1:pos:R:3:forces:R:3:lowdin_charge:R:1
C -1.108 0.954 1.165 0.5508 1.6520 -1.3004 -0.013
C -0.678 -0.020 0.046 -0.2756 0.4224 1.0332 -0.578
C -0.947 0.535 -1.316 -0.7113 -1.5482 -0.6143 -0.034
C -0.885 -1.526 0.266 -0.2983 -0.5111 -2.2803 0.019
C 0.651 -1.688 0.175 -2.2872 1.3119 -0.6389 -0.520
O 1.429 -2.549 0.256 1.9729 -2.2739 0.1191 0.135
N 0.746 -0.334 0.073 2.6682 3.4313 0.2531 -0.113
S 2.166 0.741 -0.308 -1.2692 -6.6431 -0.9492 0.378
O 1.888 2.087 -0.121 -0.5725 2.3609 0.0984 -0.288
O 2.658 0.119 -1.516 0.0480 1.6105 1.2996 -0.306
Cl 3.195 0.035 1.256 0.7454 0.3607 0.1077 0.478
H -0.402 1.861 0.937 -1.2551 -1.4196 1.2097 0.099
H -0.905 0.430 2.103 -0.0934 0.7059 0.1674 0.080
H -2.170 1.403 1.105 1.5810 -1.2122 0.0033 0.111
H -2.054 0.464 -1.441 0.8138 0.8489 -0.4599 0.105
H -0.435 -0.151 -2.070 -0.7316 1.1426 0.6995 0.122
H -0.471 1.524 -1.265 -0.6832 -0.0363 -0.8026 0.083
H -1.546 -1.925 -0.534 0.7982 -0.2749 0.4631 0.137
H -1.130 -1.959 1.188 -1.0010 0.0721 1.5915 0.105
```
Forces are in eV/Å.

Output
* energy above the lowest of the compared OMol25 structures with the same formula, charge and spin: 0.02 kcal per mole
* charge: 0

C5H8ClO3PS as an isolated structure, computed with ωB97M-V/def2-TZVPD.

```
19
Properties=species:S:1:pos:R:3:forces:R:3:lowdin_charge:R:1
C -0.342 1.358 -1.017 -3.0094 -0.0305 1.1274 -0.285
C -0.749 1.043 0.239 -1.1240 -1.4420 -0.6569 -0.527
C 0.623 2.428 -1.297 0.3492 1.1185 0.1567 -0.201
C -0.417 -2.179 1.445 -2.8374 -2.8129 -3.0797 -0.335
C -2.271 -0.152 0.690 1.9165 3.0532 -0.0315 -0.562
O -3.444 -1.067 -1.365 -0.3266 0.6387 -0.3097 -0.582
O -3.658 1.495 -1.204 0.4664 0.6613 -0.1655 -0.440
O -4.877 -0.016 0.489 0.3391 0.2720 -0.2001 -0.485
P -3.724 0.180 -0.496 -1.3789 -1.3239 0.3554 -0.017
S -1.892 -1.757 0.204 1.2746 -1.4565 0.5996 0.776
Cl 0.221 1.848 1.538 -0.2916 -0.3801 0.3284 0.454
H -1.131 1.167 -1.743 0.1756 -0.6606 -0.1414 0.090
H 1.468 2.069 -0.741 1.2925 0.5794 -0.1855 0.025
H 0.288 3.360 -0.805 0.1441 -0.2405 0.0425 0.059
H 0.836 2.758 -2.333 -0.0589 -0.9347 0.3161 0.064
H -0.092 -3.154 0.974 0.1027 1.1472 0.9269 0.017
H -0.910 -2.248 2.351 -0.3198 -0.2869 2.0923 -0.037
H 0.119 -1.348 1.255 2.5901 2.4105 -0.1051 -0.076
H -2.527 0.088 1.760 0.6957 -0.3123 -1.0701 0.060
```
Forces are in eV/Å.

Output
* energy above the lowest of the compared OMol25 structures with the same formula, charge and spin: 39.92 kcal per mole
* charge: -2

One molecule with the formula C5H8ClOP, computed with ωB97M-V/def2-TZVPD.

```
16
Properties=species:S:1:pos:R:3:forces:R:3:lowdin_charge:R:1
C -1.527 2.170 1.289 -0.0531 0.0874 0.0373 -0.115
C -0.939 0.807 1.230 1.7633 -1.2616 -1.3206 -0.163
C -0.032 0.435 0.280 -0.1192 0.3984 0.0313 -0.144
C 0.623 -0.898 -0.019 -0.4415 -0.7000 -0.6462 -0.298
C 2.014 -1.354 -0.980 -2.1334 1.1205 0.7984 -0.159
P 0.388 -1.864 -1.543 1.2655 -0.1789 1.6563 0.224
O -0.065 -3.254 -1.623 -0.0960 -0.1035 0.0373 -0.374
Cl -0.163 -0.768 -3.091 -0.1555 0.6711 -0.3830 0.402
H -1.412 2.689 0.341 0.0082 0.0895 -0.0319 0.073
H -1.037 2.755 2.068 -0.0439 0.0987 0.0665 0.077
H -2.587 2.118 1.538 -0.0466 0.0642 -0.0273 0.073
H -1.235 0.110 2.002 0.0027 -0.1745 0.0565 0.099
H 0.225 1.192 -0.457 -0.0849 0.1407 -0.0291 0.091
H 0.591 -1.580 0.826 -0.0224 -0.1493 -0.0561 0.098
H 2.522 -0.513 -1.425 0.0940 0.0551 -0.2326 0.054
H 2.634 -2.046 -0.435 0.0630 -0.1580 0.0433 0.060
```
Forces are in eV/Å.

Output
* energy above the lowest of the compared OMol25 structures with the same formula, charge and spin: 33.33 kcal per mole
* charge: 0

Number 1: electronic energy -785.339287 hartree, maximum force 4.55 eV/Å. Number 2: electronic energy -860.452869 hartree, maximum force 5.47 eV/Å. Number 3: electronic energy -860.597559 hartree, maximum force 3.57 eV/Å. Number 4: electronic energy -1334.107923 hartree, maximum force 6.83 eV/Å. Number 5: electronic energy -1620.728677 hartree, maximum force 5.04 eV/Å. Number 6: electronic energy -1072.080223 hartree, maximum force 2.54 eV/Å.